No. 1
Computed, not measured: an isolated molecule of C3H3NO2 in a non-equilibrium geometry, with ωB97M-V with the def2-TZVPD basis set.

```
! wB97M-V def2-TZVPD RIJCOSX def2/J DEFGRID3
* xyz 0 1
O -1.37113 -0.78439 0.18672
C -0.20144 -0.09150 0.46592
C 0.94404 -0.45906 -0.48540
O 0.82735 -1.35611 -1.27850
C -0.36818 1.38359 0.41895
N -0.46451 2.53433 0.36005
H -1.34818 -1.03621 -0.74977
H 0.12691 -0.35323 1.48326
H 1.85512 0.16257 -0.40122
*
```

Results
energy above the lowest of the compared OMol25 structures with the same formula, charge and spin = 169.6 kJ/mol
LUMO energy = 0.213 eV
SMILES = N#C[C@@H](O)C=O
HOMO = -11.188 eV
frontier orbital gap = 11.4 eV

No. 2
Computed, not measured: a 2-piece molecular cluster, C3H3NO2 overall in a non-equilibrium geometry, with ωB97M-V with the def2-TZVPD basis set.

```
! wB97M-V def2-TZVPD RIJCOSX def2/J DEFGRID3
* xyz 0 1
O 1.51051 -0.03056 -0.06585
C 0.75338 0.97616 -0.42447
C 1.03797 2.17572 -1.10541
O -0.48049 1.06750 -0.36327
C -1.63936 -2.15459 0.70284
N -0.51656 -1.90639 0.67203
H 0.92550 -0.75750 0.24862
H 1.09511 3.01168 -0.39408
H -2.68607 -2.38203 0.72959
*
```

Results
energy above the lowest of the compared OMol25 structures with the same formula, charge and spin = 460.6 kJ/mol
LUMO energy = -0.074 eV
HOMO = -9.268 eV
frontier orbital gap = 9.2 eV